A molecular structure, C18H32KN2O8 at a distorted geometry, computed with wB97M-V/def2-TZVPD.

ORCA input file:
```
! wB97M-V def2-TZVPD RIJCOSX def2/J DEFGRID3
* xyz -1 1
K -12.75 -22.03 -5.80
C -11.39 -26.83 -6.83
C -10.20 -27.40 -7.35
C -9.17 -26.49 -8.07
O -8.19 -26.96 -8.64
C -9.42 -25.07 -8.03
C -10.55 -24.54 -7.42
C -11.62 -25.47 -6.86
O -12.72 -25.00 -6.39
O -10.63 -23.26 -7.31
O -9.87 -28.59 -7.21
H -12.14 -27.49 -6.40
H -8.74 -24.34 -8.45
C -16.37 -21.06 -7.28
O -15.03 -20.66 -7.29
C -14.83 -19.28 -7.44
C -13.35 -18.93 -7.47
N -12.65 -19.12 -6.18
C -13.10 -18.10 -5.24
C -12.48 -18.37 -3.87
O -13.18 -17.67 -2.87
C -12.89 -18.11 -1.57
H -16.86 -20.80 -6.33
H -16.41 -22.14 -7.37
H -16.93 -20.60 -8.10
H -15.43 -18.69 -6.75
H -15.22 -19.01 -8.44
H -13.20 -17.91 -7.83
H -12.84 -19.56 -8.21
H -11.65 -19.07 -6.31
H -14.18 -18.16 -5.08
H -12.86 -17.08 -5.56
H -11.40 -18.13 -3.84
H -12.53 -19.45 -3.67
H -13.30 -19.10 -1.36
H -13.40 -17.44 -0.88
H -11.81 -18.09 -1.39
C -19.06 -23.10 -3.48
O -17.74 -22.79 -3.83
C -16.85 -23.84 -3.52
C -15.55 -23.61 -4.29
N -14.99 -22.24 -4.04
C -14.48 -22.02 -2.69
C -13.23 -22.81 -2.31
O -12.16 -22.62 -3.21
C -11.01 -23.42 -2.94
H -19.17 -23.17 -2.39
H -19.44 -24.03 -3.90
H -19.72 -22.31 -3.83
H -17.26 -24.82 -3.74
H -16.58 -23.80 -2.46
H -15.73 -23.68 -5.36
H -14.78 -24.35 -4.09
H -15.86 -21.71 -4.04
H -15.21 -22.22 -1.89
H -14.23 -20.97 -2.52
H -13.45 -23.88 -2.31
H -12.94 -22.48 -1.30
H -11.26 -24.38 -2.49
H -10.31 -22.79 -2.38
H -10.53 -23.61 -3.90
*
```

Energy above the lowest of the compared OMol25 structures with the same formula, charge and spin, eV: 0.000
Electronic energy, eV: -54869.07165
Molar mass, g mol⁻¹: 443.6

=====

7 unconnected molecules or ions with the total composition C26H44BO17P2, computed with wB97M-V/def2-TZVPD.

ORCA input file:
```
! wB97M-V def2-TZVPD RIJCOSX def2/J DEFGRID3
* xyz -1 1
O -1.96 5.37 1.89
P -1.12 4.48 1.06
O -1.96 3.96 -0.22
O 0.15 5.28 0.45
P -0.35 2.70 2.00
C -0.11 1.63 0.50
C -1.31 0.72 0.21
O -0.81 -0.05 -0.84
B 0.61 -0.40 -0.34
O 0.90 0.70 0.71
H -1.46 3.33 -0.76
H -0.13 6.13 0.09
H 0.96 3.12 2.32
H 0.15 2.22 -0.40
H -1.37 0.07 1.10
H -2.27 1.21 0.01
H 0.57 -1.52 0.16
H 1.44 -0.39 -1.23
O 1.45 1.39 4.54
C 2.45 0.91 4.09
O 3.68 1.44 4.35
C 4.68 0.73 3.60
C 4.07 -0.63 3.28
C 2.59 -0.28 3.18
H 4.89 1.31 2.69
H 5.58 0.69 4.20
H 4.48 -1.08 2.39
H 4.23 -1.31 4.12
H 2.28 0.03 2.17
H 1.92 -1.08 3.49
O 1.50 -1.84 -3.32
C 1.61 -1.24 -4.34
O 1.28 0.07 -4.47
C 1.41 0.50 -5.82
C 2.40 -0.48 -6.46
C 2.10 -1.76 -5.69
H 0.43 0.46 -6.30
H 1.76 1.53 -5.82
H 2.27 -0.56 -7.54
H 3.42 -0.16 -6.26
H 1.29 -2.33 -6.14
H 2.96 -2.41 -5.55
O 3.10 -3.47 3.21
C 3.05 -3.73 2.04
O 2.28 -3.06 1.18
C 2.35 -3.64 -0.15
C 3.66 -4.42 -0.14
C 3.78 -4.84 1.31
H 1.48 -4.27 -0.29
H 2.31 -2.84 -0.88
H 3.65 -5.24 -0.86
H 4.49 -3.75 -0.40
H 3.27 -5.78 1.52
H 4.81 -4.92 1.68
O 1.77 -6.46 -2.75
C 0.60 -6.45 -2.50
O 0.09 -5.87 -1.39
C -1.32 -6.11 -1.28
C -1.78 -6.42 -2.70
C -0.54 -7.09 -3.28
H -1.47 -6.94 -0.59
H -1.77 -5.21 -0.86
H -2.68 -7.03 -2.73
H -1.98 -5.49 -3.23
H -0.51 -8.16 -3.09
H -0.39 -6.92 -4.35
O -4.60 0.48 7.48
C -3.99 0.92 6.55
O -4.60 1.57 5.53
C -3.64 1.90 4.50
C -2.29 1.89 5.20
C -2.50 0.84 6.28
H -3.70 1.14 3.72
H -3.91 2.86 4.08
H -1.46 1.69 4.52
H -2.10 2.86 5.67
H -2.28 -0.17 5.92
H -1.94 1.02 7.19
O -3.92 7.45 -4.74
C -3.89 7.11 -3.59
O -3.40 7.91 -2.62
C -3.40 7.22 -1.35
C -4.43 6.12 -1.49
C -4.34 5.79 -2.98
H -2.40 6.81 -1.19
H -3.62 7.94 -0.57
H -4.24 5.28 -0.83
H -5.43 6.51 -1.26
H -3.57 5.05 -3.19
H -5.27 5.47 -3.43
*
```

Electronic energy, eV: -81743.35278
Molar mass, g mol⁻¹: 701.4

=====

A molecular structure, C19H30N6O2Re at a distorted geometry, computed with wB97M-V/def2-TZVPD.

ORCA input file:
```
! wB97M-V def2-TZVPD RIJCOSX def2/J DEFGRID3
* xyz 4 2
Re -0.37 -0.12 -0.48
C -3.04 0.55 0.69
C -3.00 -0.96 0.94
N -1.82 -1.59 0.28
C -1.15 -2.60 1.15
C 0.21 -2.07 1.65
N 0.25 -0.60 1.56
C -0.52 0.10 2.62
C -1.10 1.39 2.06
N -1.68 1.16 0.70
H -3.67 1.02 1.45
H -3.49 0.76 -0.28
H -3.93 -1.39 0.56
H -2.99 -1.16 2.01
H -2.18 -2.10 -0.53
H -0.98 -3.53 0.60
H -1.79 -2.86 1.99
H 1.01 -2.47 1.01
H 0.40 -2.41 2.67
H 1.23 -0.33 1.68
H 0.13 0.35 3.47
H -1.30 -0.56 3.00
H -0.31 2.14 1.95
H -1.85 1.80 2.74
H -1.81 2.10 0.32
C 3.26 0.82 -0.66
C 2.23 1.49 -1.50
O 1.02 1.34 -1.26
C 2.70 2.31 -2.62
C 3.93 2.03 -3.25
C 4.34 2.73 -4.37
C 3.62 3.82 -4.84
C 2.42 4.13 -4.21
C 1.97 3.41 -3.11
H 2.81 0.32 0.20
H 4.00 1.55 -0.32
H 3.82 0.07 -1.23
H 4.57 1.26 -2.85
H 5.23 2.42 -4.91
H 3.96 4.38 -5.70
H 1.82 4.94 -4.63
H 1.09 3.74 -2.57
C 1.31 -3.04 -3.94
N 0.36 -1.95 -3.94
C -0.28 -1.57 -5.08
C -1.18 -0.55 -5.07
C -1.48 0.10 -3.84
N -0.84 -0.31 -2.72
C 0.08 -1.30 -2.79
O 0.65 -1.55 -1.69
N -2.35 1.10 -3.78
H 1.67 -3.24 -4.94
H 0.83 -3.96 -3.57
H 2.14 -2.81 -3.28
H -0.03 -2.10 -5.99
H -1.68 -0.24 -5.98
H -2.86 1.38 -4.60
H -2.55 1.58 -2.92
*
```

Electronic energy, eV: -35314.51395
Molar mass, g mol⁻¹: 560.7
<S²>: 0.76

=====

A molecular structure, C50H53ClIrN3P2Se2Te, computed with wB97M-V/def2-TZVPD.

ORCA input file:
```
! wB97M-V def2-TZVPD RIJCOSX def2/J DEFGRID3
* xyz 1 2
Ir -1.22 0.19 -0.08
Te 2.47 -2.76 1.65
C 2.48 -4.43 0.36
C 3.07 -4.37 -0.89
C 3.11 -5.54 -1.65
N 2.63 -6.70 -1.23
C 2.08 -6.75 -0.02
C 1.98 -5.65 0.82
C 0.99 -1.61 0.88
P 0.38 -0.10 1.64
C 0.02 -0.74 3.33
C -0.67 -1.95 3.44
C -0.86 -2.57 4.66
C -0.35 -2.00 5.81
C 0.37 -0.82 5.73
C 0.55 -0.19 4.50
C 1.76 1.05 1.94
C 3.02 0.87 1.39
C 4.04 1.76 1.68
C 3.82 2.83 2.54
C 2.55 3.03 3.07
C 1.52 2.16 2.75
P -0.12 -1.70 -0.50
C -1.21 -3.14 -0.48
C -2.21 -3.20 -1.45
C -3.10 -4.26 -1.46
C -3.01 -5.26 -0.50
C -2.02 -5.19 0.47
C -1.12 -4.14 0.48
C 0.92 -1.95 -1.96
C 0.74 -3.02 -2.83
C 1.66 -3.25 -3.84
C 2.77 -2.43 -3.98
C 2.96 -1.36 -3.11
C 2.03 -1.12 -2.10
H 3.48 -3.45 -1.28
H 3.56 -5.52 -2.63
H 1.70 -7.71 0.29
H 1.54 -5.75 1.80
H -1.05 -2.43 2.55
H -1.42 -3.50 4.70
H -0.49 -2.48 6.77
H 0.80 -0.37 6.62
H 1.13 0.72 4.47
H 3.21 0.04 0.72
H 5.02 1.61 1.25
H 4.62 3.51 2.78
H 2.36 3.88 3.71
H 0.51 2.34 3.13
H -2.30 -2.41 -2.19
H -3.88 -4.30 -2.21
H -3.71 -6.08 -0.50
H -1.94 -5.97 1.22
H -0.35 -4.09 1.25
H -0.10 -3.69 -2.72
H 1.51 -4.08 -4.52
H 3.49 -2.62 -4.77
H 3.81 -0.71 -3.22
H 2.18 -0.28 -1.43
C -2.79 5.13 -0.52
Se -2.62 3.50 0.52
C -3.35 4.18 2.20
C -2.41 4.09 3.38
Se -2.13 2.24 3.95
C -1.17 2.72 5.57
H -3.83 5.46 -0.51
H -2.51 4.89 -1.55
H -2.13 5.92 -0.15
H -4.28 3.66 2.40
H -3.59 5.23 2.01
H -2.84 4.61 4.24
H -1.44 4.53 3.15
H -0.99 1.80 6.13
H -1.78 3.39 6.17
H -0.21 3.19 5.34
C -0.31 -0.17 -4.43
C 0.33 1.21 -4.59
C 1.25 1.72 -3.50
C 2.57 1.98 -3.86
C 3.48 2.54 -2.98
C 3.05 2.94 -1.73
C 1.73 2.72 -1.33
C 1.21 3.42 -0.11
C 0.73 4.82 -0.48
C 0.86 2.03 -2.18
N -0.43 1.62 -1.70
C -1.44 2.05 -2.39
C -2.68 1.39 -2.30
C -3.88 1.52 -3.00
C -4.67 0.43 -2.61
C -3.92 -0.31 -1.69
N -2.71 0.26 -1.51
H -1.01 -0.34 -5.24
H -0.85 -0.28 -3.49
H 0.46 -0.94 -4.47
H -0.46 1.95 -4.77
H 0.91 1.20 -5.51
H 2.89 1.74 -4.87
H 4.50 2.71 -3.28
H 3.71 3.46 -1.05
H 2.01 3.50 0.63
H 0.39 2.87 0.35
H 1.54 5.41 -0.90
H 0.34 5.34 0.40
H -0.07 4.77 -1.23
H -1.31 2.88 -3.09
H -4.14 2.29 -3.70
H -5.66 0.19 -2.94
H -4.21 -1.19 -1.15
Cl -3.89 0.53 1.40
C -2.60 -0.70 1.17
H -2.28 -0.91 2.18
H -3.09 -1.58 0.75
*
```

Electronic energy, eV: -229099.97921
Molar mass, g mol⁻¹: 1271.1
<S²>: 0.76